Entry 1:
2 unconnected molecules or ions with the total composition C25H24N3O4 in a non-equilibrium geometry. Source: the OMol25 dataset; level of theory: ωB97M-V with the def2-TZVPD basis set.

Bonds (Å) are listed after each position.
Element x y z (Å)
1 C 0.828 1.746 -0.572  C2 1.382, C7 1.476, H13 1.097
2 C 0.132 2.917 -0.336  C1 1.382, C3 1.436, C5 1.436
3 C -0.001 3.983 -1.289  C2 1.436, N4 1.181
4 N -0.072 4.926 -1.996  C3 1.181
5 C -0.341 3.296 0.966  C2 1.436, N6 1.174
6 N -0.737 3.681 2.002  C5 1.174
7 C 1.637 1.183 0.527  C1 1.476, C8 1.417, C12 1.419
8 C 1.087 0.947 1.811  C7 1.417, C9 1.411, H14 1.094
9 C 1.946 0.787 2.920  C8 1.411, C10 1.401, H15 1.093
10 C 3.336 0.807 2.747  C9 1.401, C11 1.407, H16 1.088
11 C 3.875 0.937 1.455  C10 1.407, C12 1.385, H17 1.089
12 C 3.035 1.016 0.356  C7 1.419, C11 1.385, H18 1.091
13 H 1.096 1.449 -1.593  C1 1.097
14 H 0.004 0.860 1.928  C8 1.094
15 H 1.493 0.692 3.910  C9 1.093
16 H 3.996 0.732 3.609  C10 1.088
17 H 4.953 1.001 1.320  C11 1.089
18 H 3.437 1.004 -0.659  C12 1.091
19 C -2.544 -6.950 -3.757  N20 1.449, H39 1.096, H40 1.096, H41 1.101
20 N -1.796 -6.627 -2.559  C19 1.449, C21 1.442, C22 1.395
21 C -1.778 -7.697 -1.591  N20 1.442, H42 1.095, H43 1.100, H44 1.096
22 C -1.404 -5.335 -2.209  N20 1.395, C23 1.412, C38 1.416
23 C -2.190 -4.558 -1.330  C22 1.412, C24 1.391, H45 1.089
24 C -1.791 -3.267 -1.004  C23 1.391, C25 1.394, H46 1.097
25 C -0.561 -2.774 -1.439  C24 1.394, C26 1.537, C37 1.397
26 C -0.064 -1.405 -0.949  C25 1.537, C27 1.476, H47 1.102, H48 1.101
27 C -0.460 -0.398 -1.953  C26 1.476, C28 1.467, C35 1.467
28 C 0.334 -0.392 -3.187  C27 1.467, O29 1.218, O30 1.383
29 O 1.478 -0.798 -3.272  C28 1.218
30 O -0.292 -0.023 -4.364  C28 1.383, C31 1.442
31 C -1.434 0.846 -4.218  O30 1.442, C32 1.523, C33 1.533, O34 1.432
32 C -1.007 2.228 -3.740  C31 1.523, H49 1.102, H50 1.100, H51 1.101
33 C -2.156 0.904 -5.569  C31 1.533, H52 1.101, H53 1.092, H54 1.093
34 O -2.381 0.253 -3.322  C31 1.432, C35 1.383
35 C -1.905 -0.197 -2.104  C27 1.467, O34 1.383, O36 1.222
36 O -2.754 -0.514 -1.284  C35 1.222
37 C 0.163 -3.483 -2.400  C25 1.397, C38 1.388, H55 1.097
38 C -0.252 -4.750 -2.789  C22 1.416, C37 1.388, H56 1.092
39 H -2.539 -6.117 -4.470  C19 1.096
40 H -2.083 -7.831 -4.217  C19 1.096
41 H -3.584 -7.216 -3.508  C19 1.101
42 H -1.133 -7.440 -0.744  C21 1.095
43 H -2.793 -7.904 -1.222  C21 1.100
44 H -1.379 -8.585 -2.092  C21 1.096
45 H -3.154 -4.934 -0.991  C23 1.089
46 H -2.482 -2.608 -0.465  C24 1.097
47 H -0.551 -1.160 0.009  C26 1.102
48 H 1.033 -1.411 -0.851  C26 1.101
49 H -0.560 2.140 -2.737  C32 1.102
50 H -0.279 2.666 -4.440  C32 1.100
51 H -1.877 2.902 -3.700  C32 1.101
52 H -2.456 -0.113 -5.866  C33 1.101
53 H -3.046 1.531 -5.477  C33 1.092
54 H -1.518 1.339 -6.343  C33 1.093
55 H 1.020 -3.012 -2.896  C37 1.097
56 H 0.293 -5.297 -3.561  C38 1.092

As for the total charge: -1.

Let us look at the Mulliken charges, expressed in e, one per atom: number 1, C, carries -0.2182; number 2, C, carries 0.8518; number 3, C, carries -0.1530; number 4, N, carries -0.6617; number 5, C, carries -0.2191; number 6, N, carries -0.6260; number 7, C, carries -0.1200; number 8, C, carries -0.0277; number 9, C, carries -0.9279; number 10, C, carries -0.2483; number 11, C, carries -0.7083; number 12, C, carries -0.2003; number 13, H, carries 1.1149; number 14, H, carries 0.5726; number 15, H, carries 0.3590; number 16, H, carries 0.3622; number 17, H, carries 0.3701; number 18, H, carries 0.4150; number 19, C, carries -1.0114; number 20, N, carries 0.2583; number 21, C, carries -1.0761; number 22, C, carries 0.0284; number 23, C, carries -0.4688; number 24, C, carries -0.4558; number 25, C, carries 0.3420; number 26, C, carries -1.4289; number 27, C, carries 1.2925; number 28, C, carries 0.4597; number 29, O, carries -0.7766; number 30, O, carries -0.4492; number 31, C, carries 1.6118; number 32, C, carries -0.3654; number 33, C, carries -1.8635; number 34, O, carries -0.4073; number 35, C, carries -0.0105; number 36, O, carries -0.7514; number 37, C, carries -0.4620; number 38, C, carries -0.6284; number 39, H, carries 0.3103; number 40, H, carries 0.3214; number 41, H, carries 0.2908; number 42, H, carries 0.2817; number 43, H, carries 0.3203; number 44, H, carries 0.3361; number 45, H, carries 0.3841; number 46, H, carries 0.3510; number 47, H, carries 0.2730; number 48, H, carries 0.4122; number 49, H, carries -0.8321; number 50, H, carries 0.3468; number 51, H, carries 0.4398; number 52, H, carries 0.4099; number 53, H, carries 0.3704; number 54, H, carries 0.3861; number 55, H, carries 0.4307; number 56, H, carries 0.3949



Entry 2:
A gas-phase ion, C25H24N5O2S (charge -1) in a non-equilibrium geometry. Source: the OMol25 dataset; level of theory: ωB97M-V with the def2-TZVPD basis set.

Bonds (Å) are listed after each position.
Element x y z (Å)
1 C -3.743 2.020 4.144  N2 1.441, H34 1.092, H35 1.098, H36 1.096
2 N -3.553 1.433 2.841  C1 1.441, C3 1.443, C4 1.396
3 C -4.790 1.212 2.131  N2 1.443, H37 1.092, H38 1.097, H39 1.096
4 C -2.300 1.111 2.316  N2 1.396, C5 1.422, C33 1.417
5 C -1.523 0.035 2.828  C4 1.422, C6 1.396, H40 1.095
6 C -0.378 -0.414 2.167  C5 1.396, C7 1.415, H41 1.100
7 C 0.039 0.223 0.973  C6 1.415, C8 1.521, C32 1.398
8 C 1.068 -0.260 -0.038  C7 1.521, C9 1.467, C20 1.711, H42 1.102
9 C 1.503 -1.650 0.137  C8 1.467, C10 1.446, C18 1.438
10 C 0.475 -2.663 0.225  C9 1.446, O11 1.242, N12 1.427
11 O -0.749 -2.450 0.186  C10 1.242
12 N 0.949 -4.004 0.337  C10 1.427, C13 1.471, C14 1.390
13 C -0.086 -5.048 0.278  N12 1.471, H43 1.092, H44 1.102, H45 1.096
14 C 2.199 -4.377 -0.144  N12 1.390, S15 1.681, N16 1.390
15 S 2.450 -5.898 -0.816  C14 1.681
16 N 3.180 -3.403 0.000  C14 1.390, C17 1.456, C18 1.415
17 C 4.553 -3.782 -0.305  N16 1.456, H46 1.095, H47 1.095, H48 1.092
18 C 2.891 -2.020 0.091  C9 1.438, N16 1.415, O19 1.253
19 O 3.832 -1.194 0.133  C18 1.253
20 C 0.900 0.256 -1.661  C8 1.711, C21 1.578, C22 1.468, C24 1.602
21 C 2.194 -0.175 -2.454  C20 1.578, H49 1.102, H50 1.106, H51 1.110
22 C -0.201 -0.558 -2.192  C20 1.468, N23 1.163
23 N -1.009 -1.177 -2.753  C22 1.163
24 C 0.590 1.767 -2.095  C20 1.602, C25 1.412, C31 1.412
25 C 1.624 2.728 -2.101  C24 1.412, C26 1.401, H52 1.103
26 C 1.297 4.090 -2.162  C25 1.401, C27 1.400, H53 1.092
27 C -0.021 4.503 -2.389  C26 1.400, C28 1.444, C30 1.395
28 C -0.346 5.909 -2.423  C27 1.444, N29 1.167
29 N -0.588 7.050 -2.447  C28 1.167
30 C -1.011 3.539 -2.581  C27 1.395, C31 1.402, H54 1.092
31 C -0.705 2.174 -2.486  C24 1.412, C30 1.402, H55 1.103
32 C -0.521 1.475 0.705  C7 1.398, C33 1.384, H56 1.096
33 C -1.745 1.840 1.237  C4 1.417, C32 1.384, H57 1.095
34 H -2.785 2.222 4.626  C1 1.092
35 H -4.305 2.960 4.056  C1 1.098
36 H -4.339 1.348 4.772  C1 1.096
37 H -4.626 0.682 1.191  C3 1.092
38 H -5.464 0.617 2.760  C3 1.097
39 H -5.305 2.159 1.930  C3 1.096
40 H -1.889 -0.504 3.708  C5 1.095
41 H 0.188 -1.254 2.596  C6 1.100
42 H 1.879 0.464 -0.218  C8 1.102
43 H -0.992 -4.675 0.761  C13 1.092
44 H -0.280 -5.303 -0.776  C13 1.102
45 H 0.320 -5.937 0.774  C13 1.096
46 H 4.533 -4.871 -0.414  C17 1.095
47 H 4.875 -3.328 -1.247  C17 1.095
48 H 5.211 -3.494 0.518  C17 1.092
49 H 3.055 0.448 -2.161  C21 1.102
50 H 2.484 -1.216 -2.222  C21 1.106
51 H 1.989 -0.057 -3.538  C21 1.110
52 H 2.688 2.442 -2.062  C25 1.103
53 H 2.077 4.844 -2.040  C26 1.092
54 H -2.033 3.847 -2.815  C30 1.092
55 H -1.492 1.449 -2.752  C31 1.103
56 H 0.012 2.154 0.028  C32 1.096
57 H -2.281 2.709 0.841  C33 1.095

As for the total charge: -1. As for the SMILES: CN(C)c1ccc([C@@H](c2c([O-])n(C)c(=S)n(C)c2=O)[C@@](C)(C#N)c2ccc(C#N)cc2)cc1.

Let us look at the Mulliken charges, expressed in e, one per atom: number 1, C, carries -1.1027; number 2, N, carries 0.2978; number 3, C, carries -1.0978; number 4, C, carries -0.1490; number 5, C, carries -0.3361; number 6, C, carries -0.3454; number 7, C, carries -0.2438; number 8, C, carries 0.5682; number 9, C, carries -0.2616; number 10, C, carries 0.6839; number 11, O, carries -0.6848; number 12, N, carries 0.0072; number 13, C, carries -1.2627; number 14, C, carries 0.3096; number 15, S, carries -0.4430; number 16, N, carries 0.1022; number 17, C, carries -1.0354; number 18, C, carries 0.1819; number 19, O, carries -0.7459; number 20, C, carries 2.1570; number 21, C, carries -1.7169; number 22, C, carries -0.3068; number 23, N, carries -0.7805; number 24, C, carries -0.8679; number 25, C, carries -0.2292; number 26, C, carries -0.8325; number 27, C, carries 0.5773; number 28, C, carries -0.0108; number 29, N, carries -0.5781; number 30, C, carries -0.7097; number 31, C, carries -0.1206; number 32, C, carries -0.9207; number 33, C, carries -0.1912; number 34, H, carries 0.3150; number 35, H, carries 0.3049; number 36, H, carries 0.3299; number 37, H, carries 0.3048; number 38, H, carries 0.3369; number 39, H, carries 0.3229; number 40, H, carries 0.3825; number 41, H, carries 0.4181; number 42, H, carries 0.5713; number 43, H, carries 0.3399; number 44, H, carries 0.3712; number 45, H, carries 0.4095; number 46, H, carries 0.3745; number 47, H, carries 0.3066; number 48, H, carries 0.2756; number 49, H, carries 0.4276; number 50, H, carries 0.3967; number 51, H, carries 0.3823; number 52, H, carries 0.2829; number 53, H, carries 0.4258; number 54, H, carries 0.4454; number 55, H, carries 0.3438; number 56, H, carries 0.5904; number 57, H, carries 0.4295



Number 1: Kohn-Sham gap 6.04 eV, M 430.484 g mol⁻¹, E -38974.7855 eV. Number 2: Kohn-Sham gap 6.84 eV, M 458.567 g mol⁻¹, E -48695.5361 eV.